Entry 1:
DFT (ωB97M-V with the def2-TZVPD basis set) results for one molecule with the formula H2N2O3S at a distorted geometry.

```
8
H2N2O3S | the Open Molecules 2025 dataset | ωB97M-V with the def2-TZVPD basis set
N 0.65713 -0.52172 -1.11902
N -0.85857 0.61993 0.68052
O -0.92986 1.35870 1.60202
O -1.72110 0.08672 0.08028
O 1.53027 -0.74616 1.17946
S 1.17614 0.26447 0.24652
H 0.13182 0.19502 -1.80362
H 0.01418 -1.25695 -0.86617
```

Properties
HOMO-LUMO gap	9.2	eV
M	110.1	g mol⁻¹
spin multiplicity	1
relative energy (zero: lowest compared OMol25 entry of this formula, charge and spin)	171.2	kJ/mol

---

Entry 2:
DFT (ωB97M-V with the def2-TZVPD basis set) results for a 2-piece molecular cluster, H2N2O3S overall at a distorted geometry.

```
8
H2N2O3S | the Open Molecules 2025 dataset | ωB97M-V with the def2-TZVPD basis set
N 0.96758 0.26142 1.02873
N -1.52724 -0.07102 -0.91007
O -1.66898 0.19636 0.27832
O -2.38371 0.01823 -1.72451
O 2.00981 -0.84392 -0.90404
S 1.00575 -1.13871 0.14590
H 1.44076 1.08610 0.57645
H 0.15604 0.49155 1.50921
```

Properties
HOMO-LUMO gap (spin up / spin down)	7.4 / 7.5	eV
M	110.1	g mol⁻¹
spin multiplicity	3
relative energy (zero: lowest compared OMol25 entry of this formula, charge and spin)	64.9	kJ/mol

---

Entry 3:
DFT (ωB97M-V with the def2-TZVPD basis set) results for one molecule with the formula H2N2O3S2 at a distorted geometry.

```
9
H2N2O3S2 | the Open Molecules 2025 dataset | ωB97M-V with the def2-TZVPD basis set
N 0.54109 0.53857 -1.27915
N -1.72212 0.18642 0.01084
O 0.55142 -1.60632 0.23658
O 2.68102 -0.50157 -0.31880
O 0.64023 0.80208 1.05218
S 1.28113 -0.46197 -0.17517
S -0.33398 1.32904 -0.17018
H -1.22858 -0.73607 -0.10013
H -2.41022 0.44983 0.74383
```

Properties
HOMO-LUMO gap (spin up / spin down)	6.3 / 6.9	eV
M	142.2	g mol⁻¹
spin multiplicity	3
relative energy (zero: lowest compared OMol25 entry of this formula, charge and spin)	213.2	kJ/mol

---

The highest relative energy (zero: lowest compared OMol25 entry of this formula, charge and spin) belongs to which entry?
H2N2O3S2

---

Look up the spin multiplicity of the third one.
3